ORCA calculation (wB97M-V/def2-TZVPD) on C29H30ClGaN10OS as an isolated structure in a non-equilibrium geometry.

Output
LUMO level   -5.950 eV
E_HOMO   -12.65 eV
Strongest force on any atom   2.37 eV Å⁻¹
Total charge   +2
Kohn-Sham gap   6.70 eV

Geometry (Å):
N  -4.103  -18.455  -7.597
H  -6.568  -9.604  -12.373
H  -8.156  -13.381  -7.258
O  -6.420  -16.938  -10.042
C  -1.940  -19.554  -6.862
C  -7.116  -13.737  -7.123
C  -9.012  -15.775  -10.234
N  -4.148  -16.147  -11.705
H  -6.408  -19.543  -9.695
C  -9.795  -19.338  -9.438
H  -2.105  -19.341  -5.799
C  -8.300  -13.766  -11.323
N  -2.216  -15.523  -10.651
C  -8.822  -17.130  -9.884
C  -5.181  -12.116  -10.582
H  -7.014  -12.469  -5.399
H  -1.383  -20.478  -6.989
H  -4.466  -10.164  -11.195
C  -9.410  -13.590  -12.158
H  -10.897  -17.472  -9.346
H  -10.284  -12.358  -13.706
C  -7.393  -19.116  -9.786
Cl  -11.191  -20.286  -9.181
Ga  -6.231  -14.998  -9.649
H  -5.968  -19.583  -3.814
N  -0.420  -14.694  -9.367
C  -8.510  -19.916  -9.593
H  -10.079  -15.398  -10.331
C  -4.383  -15.343  -6.983
H  -8.641  -10.563  -13.486
C  -1.667  -15.132  -9.451
C  -3.532  -15.687  -10.584
C  -9.494  -12.446  -12.976
H  -3.135  -13.933  -6.043
C  -5.759  -18.572  -4.227
H  -10.167  -14.340  -12.189
N  -4.895  -18.826  -5.406
H  -0.014  -14.345  -10.239
C  -6.410  -13.144  -5.953
S  -5.609  -16.488  -6.566
H  -0.097  -14.275  -8.490
N  -6.680  -14.668  -7.839
N  -4.318  -15.424  -9.495
H  -3.926  -20.477  -7.301
N  -6.098  -13.108  -10.629
C  -8.571  -11.414  -12.845
C  -4.174  -14.271  -6.151
H  -5.098  -16.446  -11.688
C  -7.467  -11.566  -11.995
H  -4.148  -18.079  -2.947
H  -5.705  -17.557  -2.358
H  -4.258  -12.317  -10.018
H  -4.070  -17.761  -8.320
H  -3.522  -16.280  -12.503
H  -4.957  -16.647  -3.688
H  -4.865  -13.059  -4.550
H  -8.416  -20.997  -9.553
C  -7.267  -12.783  -11.269
C  -3.269  -19.655  -7.638
C  -3.622  -15.319  -8.294
N  -2.310  -15.243  -8.246
C  -4.712  -18.052  -6.473
H  -6.731  -18.154  -4.532
H  -1.307  -18.733  -7.281
C  -5.272  -10.892  -11.237
N  -8.055  -14.866  -10.493
H  -3.004  -19.930  -8.705
C  -5.156  -13.463  -5.530
C  -6.459  -10.558  -11.873
H  -4.450  -19.761  -5.460
C  -5.098  -17.641  -3.239
C  -9.926  -17.953  -9.558
C  -7.519  -17.687  -9.909

Löwdin population analysis, charges in e, atoms 1 to 8: atom 1 (N): 0.0487, atom 2 (H): 0.1340, atom 3 (H): 0.1145, atom 4 (O): -0.1169, atom 5 (C): -0.0646, atom 6 (C): -0.2328, atom 7 (C): 0.0123, atom 8 (N): 0.2045